Entry 1:
Density functional theory data (ωB97M-V/def2-TZVPD) for the molecule C3H10N2Si.

For the total energy, the calculation gives -14130.584 eV. As for the spin multiplicity: 1. The SMILES is C=C[Si](C)(N)N. The calculation puts the relative energy (zero: lowest compared OMol25 entry of this formula, charge and spin) at 105.5 kJ/mol. The value obtained for the HOMO-LUMO gap is 9.54 eV.

Last column: Löwdin charge in e.
CARTESIAN COORDINATES (ANGSTROEM)
1 Si 0.4816 0.0090 -0.2944  0.516
2 N 0.5517 1.8062 0.8442  -0.110
3 N 1.2978 -0.0100 -1.7571  -0.090
4 C 1.0469 -1.1352 1.1581  -0.217
5 C -2.4064 0.0784 -0.0479  -0.093
6 C -1.3536 -0.4968 -0.6228  -0.252
7 H -1.4701 -1.0501 -1.6385  0.071
8 H 1.0636 -0.8577 -2.2694  0.030
9 H -3.4123 0.2141 -0.4404  0.051
10 H -0.1803 1.6846 1.4911  -0.077
11 H 2.2847 0.3267 -1.9804  0.083
12 H 0.4599 -0.8693 1.9973  -0.011
13 H 0.6755 2.7020 0.2928  0.000
14 H 2.0971 -0.8051 1.4567  0.036
15 H 1.1050 -2.2220 0.9261  0.027
16 H -2.2409 0.6253 0.8847  0.036

=====

Entry 2:
Density functional theory data (ωB97M-V/def2-TZVPD) for a 2-piece molecular cluster, C3H10N3 overall.

For the total energy, the calculation gives -7736.032 eV. As for the spin multiplicity: 1. Its total charge is +1. The calculation puts the relative energy (zero: lowest compared OMol25 entry of this formula, charge and spin) at 215.4 kJ/mol. The value obtained for the HOMO-LUMO gap is 9.89 eV.

Last column: Löwdin charge in e.
CARTESIAN COORDINATES (ANGSTROEM)
1 N -0.2722 0.2739 -1.1699  0.139
2 N 1.4949 -1.5842 0.0716  0.006
3 N -1.7435 1.9757 1.7675  0.085
4 C -1.2765 1.0545 -0.4140  -0.095
5 C -0.9613 1.3069 0.8659  -0.183
6 C 2.3613 -2.1932 -0.6243  -0.049
7 H -2.7336 1.7993 1.7252  0.110
8 H 2.8401 -3.1092 -0.2750  0.086
9 H -2.0697 1.4817 -1.0023  0.118
10 H -1.3902 1.9435 2.7109  0.102
11 H 2.6798 -1.8579 -1.6092  0.077
12 H 0.2862 -0.4144 -0.5941  0.077
13 H 0.3750 0.8831 -1.6736  0.163
14 H -0.0415 0.8956 1.2737  0.126
15 H -0.7280 -0.2854 -1.8943  0.162
16 H 1.1792 -2.1701 0.8419  0.074

=====

Entry 3:
Density functional theory data (ωB97M-V/def2-TZVPD) for a 2-piece molecular cluster, C3H10N3 overall.

For the total energy, the calculation gives -7736.722 eV. As for the spin multiplicity: 1. Its total charge is +1. The calculation puts the relative energy (zero: lowest compared OMol25 entry of this formula, charge and spin) at 148.8 kJ/mol. The value obtained for the HOMO-LUMO gap is 9.34 eV.

Last column: Löwdin charge in e.
CARTESIAN COORDINATES (ANGSTROEM)
1 N -0.1040 0.0523 -1.5952  0.031
2 N -1.0325 2.1639 -1.3762  0.108
3 N 0.5275 -0.9781 0.8943  -0.020
4 C 0.5275 -2.2337 1.0709  0.162
5 C 0.8193 0.0085 1.9318  -0.004
6 C -0.9740 0.9340 -1.9429  -0.311
7 H 1.7811 0.4492 1.6823  0.110
8 H -1.5684 2.8382 -1.8944  0.103
9 H -0.1991 -0.7271 -2.2423  0.065
10 H 0.7423 -2.5998 2.0681  0.121
11 H 0.8516 -0.5018 2.8934  0.099
12 H 0.2429 -0.6001 -0.0604  0.077
13 H 0.0340 0.7554 1.9985  0.104
14 H -0.2010 2.5376 -0.9631  0.101
15 H -1.7493 0.7668 -2.6878  0.135
16 H 0.3022 -2.8654 0.2230  0.121

=====

Entry 4:
Density functional theory data (ωB97M-V/def2-TZVPD) for a 2-piece molecular cluster, C3H10N3O overall.

For the total energy, the calculation gives -9790.480 eV. As for the spin multiplicity: 1. Its total charge is -1. The calculation puts the relative energy (zero: lowest compared OMol25 entry of this formula, charge and spin) at 128.8 kJ/mol. The value obtained for the HOMO-LUMO gap is 6.48 eV.

Last column: Löwdin charge in e.
CARTESIAN COORDINATES (ANGSTROEM)
1 O 1.2624 -1.7679 2.2491  -0.320
2 N -0.7718 1.0644 -1.2888  0.060
3 N 1.1887 0.0325 0.6214  -0.165
4 N -3.0851 1.0432 -1.5872  0.022
5 C -1.9206 0.8199 -0.8448  -0.431
6 C 2.4263 -0.4885 0.0285  -0.183
7 C 0.4972 -1.1112 1.4120  -0.594
8 H 2.8973 -1.2146 0.6986  0.053
9 H 3.1082 0.3384 -0.1915  0.055
10 H -2.9182 1.6457 -2.3836  0.066
11 H 0.0674 -1.7271 0.5760  0.077
12 H -0.3650 -0.5527 1.8709  0.067
13 H -0.0328 0.5969 -0.7083  -0.001
14 H -2.1309 0.3676 0.1338  0.103
15 H 2.1906 -0.9839 -0.9190  0.059
16 H -3.8959 1.2752 -1.0324  0.057
17 H 1.4821 0.6621 1.3650  0.077

=====

Entry 5:
Density functional theory data (ωB97M-V/def2-TZVPD) for a 2-piece molecular cluster, C3H10N3O overall.

For the total energy, the calculation gives -9784.517 eV. As for the spin multiplicity: 1. Its total charge is +1. The calculation puts the relative energy (zero: lowest compared OMol25 entry of this formula, charge and spin) at 172.0 kJ/mol. The value obtained for the HOMO-LUMO gap is 9.57 eV.

Last column: Löwdin charge in e.
CARTESIAN COORDINATES (ANGSTROEM)
1 O 0.2548 0.3977 0.3263  0.004
2 N 0.1870 -1.8717 2.3521  0.203
3 N -1.2196 2.9104 -1.6246  0.006
4 N 1.2782 -2.5098 0.4288  0.203
5 C -0.3533 1.7269 -1.5728  -0.243
6 C 0.1952 -2.1589 1.0777  -0.203
7 C 0.1628 1.4898 -0.1846  -0.223
8 H -0.8673 0.8290 -1.9361  0.116
9 H 0.4174 2.3738 0.4194  0.135
10 H 2.1793 -2.4772 0.8848  0.146
11 H 1.2222 -2.7304 -0.5432  0.135
12 H -0.6680 -1.5902 2.8040  0.144
13 H -2.0369 2.7021 -1.0715  0.069
14 H -0.7293 -2.0326 0.5335  0.159
15 H 1.0398 -1.8998 2.8838  0.142
16 H 0.5265 1.8672 -2.2112  0.130
17 H -1.5889 2.9739 -2.5664  0.077

=====

Entry 6:
Density functional theory data (ωB97M-V/def2-TZVPD) for a 2-piece molecular cluster, C3H10N3O overall.

For the total energy, the calculation gives -9784.795 eV. As for the spin multiplicity: 1. Its total charge is +1. The calculation puts the relative energy (zero: lowest compared OMol25 entry of this formula, charge and spin) at 145.2 kJ/mol. The value obtained for the HOMO-LUMO gap is 9.96 eV.

Last column: Löwdin charge in e.
CARTESIAN COORDINATES (ANGSTROEM)
1 O -1.6951 0.6084 -1.1307  -0.035
2 N -0.5253 0.8921 1.2452  0.166
3 N -0.9443 1.0995 -3.2051  0.169
4 N 1.8249 -1.9009 1.9027  0.086
5 C -1.0444 0.3192 -2.1373  -0.360
6 C 0.7489 0.1942 1.5324  -0.103
7 C 0.7634 -1.1372 1.5124  -0.195
8 H -0.1332 -1.6634 1.1911  0.137
9 H -1.2585 0.5081 1.8382  0.163
10 H 1.6225 0.8133 1.6447  0.117
11 H -1.5196 1.9297 -3.2527  0.132
12 H 1.7682 -2.8804 1.6740  0.103
13 H -0.4869 -0.6235 -2.2049  0.143
14 H -0.4558 1.8869 1.4380  0.164
15 H -0.5353 0.7196 -4.0444  0.120
16 H -0.8779 0.7596 0.2509  0.082
17 H 2.7485 -1.5251 1.7454  0.110

=====

Entry 7:
Density functional theory data (ωB97M-V/def2-TZVPD) for an isolated ion of composition C3H10N3Si and charge +1.

For the total energy, the calculation gives -15611.846 eV. As for the spin multiplicity: 1. The SMILES is C[Si](C)(C)N=[N+]=N. Its total charge is +1. The calculation puts the relative energy (zero: lowest compared OMol25 entry of this formula, charge and spin) at 208.8 kJ/mol. The value obtained for the HOMO-LUMO gap is 10.18 eV.

Last column: Löwdin charge in e.
CARTESIAN COORDINATES (ANGSTROEM)
1 Si 0.4470 0.0654 0.0989  0.588
2 N -1.4216 0.0027 0.0793  0.159
3 N -3.4224 -0.4443 -0.9227  0.232
4 N -2.4238 -0.3177 -0.3723  -0.147
5 C 1.1573 1.1045 -1.4194  -0.170
6 C 0.7420 -1.7348 0.2919  -0.197
7 C 0.6136 1.0694 1.7182  -0.199
8 H 0.4401 1.5493 -2.2066  0.059
9 H 0.2200 -2.3401 -0.5437  0.070
10 H 1.6225 0.3085 -2.1029  0.042
11 H -4.3544 -1.1045 -0.9328  0.256
12 H 2.0118 1.7635 -1.1266  0.044
13 H 0.4938 -2.0379 1.2933  0.030
14 H -0.0665 0.8880 2.5793  0.040
15 H 1.8426 -2.0116 0.0408  0.083
16 H 0.4019 2.1664 1.4713  0.055
17 H 1.6958 1.0730 2.0540  0.055

=====

Entry 8:
Density functional theory data (ωB97M-V/def2-TZVPD) for a 3-piece molecular cluster, C3H10N4 overall.

For the total energy, the calculation gives -9228.314 eV. As for the spin multiplicity: 1. The calculation puts the relative energy (zero: lowest compared OMol25 entry of this formula, charge and spin) at 508.5 kJ/mol. The value obtained for the HOMO-LUMO gap (alpha / beta) is 8.11 / 8.11 eV.

Last column: Löwdin charge in e.
CARTESIAN COORDINATES (ANGSTROEM)
1 N 0.2878 1.1392 -1.3362  0.058
2 N -0.9763 -0.7489 -0.8354  -0.038
3 N -0.8264 0.9877 1.5182  -0.036
4 N -0.7985 2.1065 0.9173  -0.049
5 C 0.2797 -0.1628 -0.9299  -0.361
6 C 1.0829 -0.3537 1.1004  -0.048
7 C -1.1100 -1.9963 -1.0512  -0.020
8 H 1.0492 -0.1322 2.1585  0.001
9 H -0.2931 -2.6416 -1.3937  0.079
10 H 1.2234 1.5162 -1.4237  0.090
11 H -0.3164 2.7887 1.5168  0.055
12 H 1.0159 -1.4338 0.9816  0.001
13 H -1.3633 0.3274 0.9414  0.029
14 H 2.0258 0.0624 0.7506  0.006
15 H 1.1026 -0.7744 -1.3088  0.118
16 H -2.0737 -2.4557 -0.8630  0.069
17 H -0.3096 1.7709 -0.7431  0.044

=====

Entry 9:
Density functional theory data (ωB97M-V/def2-TZVPD) for a 2-piece molecular cluster, C3H10N4 overall.

For the total energy, the calculation gives -9229.563 eV. As for the spin multiplicity: 1. The calculation puts the relative energy (zero: lowest compared OMol25 entry of this formula, charge and spin) at 387.9 kJ/mol. The value obtained for the HOMO-LUMO gap is 7.40 eV.

Last column: Löwdin charge in e.
CARTESIAN COORDINATES (ANGSTROEM)
1 N -0.2572 -0.4588 0.8535  -0.060
2 N -1.3556 -1.1132 1.4636  0.023
3 N -0.1904 -2.2219 -0.6766  0.157
4 N 0.7205 2.8158 0.3861  -0.058
5 C -0.1421 2.1286 -0.2531  -0.293
6 C 0.3375 -1.0829 -0.1694  -0.426
7 C 1.2918 -0.2692 -0.8751  -0.058
8 H 0.3432 -2.7399 -1.3523  0.104
9 H 2.0654 0.1505 -0.2348  0.089
10 H 0.6224 0.7849 -0.9664  0.071
11 H -0.9797 2.6327 -0.7818  0.018
12 H -1.3336 -0.9017 2.4538  0.083
13 H -0.3259 0.6519 0.6088  0.085
14 H -0.8454 -2.7227 -0.0939  0.090
15 H 1.7113 -0.7187 -1.7716  0.076
16 H 0.5641 3.8312 0.3398  0.010
17 H -2.2264 -0.7667 1.0694  0.089

=====

Entry 10:
Density functional theory data (ωB97M-V/def2-TZVPD) for an isolated ion of composition C3H10N4 and charge +2.

For the total energy, the calculation gives -9215.775 eV. As for the spin multiplicity: 1. The SMILES is NC(=[NH2+])[C@H](N)C=[NH2+]. Its total charge is +2. The calculation puts the relative energy (zero: lowest compared OMol25 entry of this formula, charge and spin) at 109.0 kJ/mol. The value obtained for the HOMO-LUMO gap is 10.40 eV.

Last column: Löwdin charge in e.
CARTESIAN COORDINATES (ANGSTROEM)
1 N 1.0821 1.5023 -0.1490  0.277
2 N -2.2655 -0.2990 0.3126  0.255
3 N 1.9167 -0.0511 1.1431  0.251
4 N -0.5901 -0.1965 -1.5856  0.056
5 C 1.0170 0.2743 0.2528  -0.330
6 C -0.0582 -0.6074 -0.2469  -0.225
7 C -1.1665 -0.6915 0.8079  0.079
8 H 1.9779 -0.9942 1.5386  0.166
9 H 2.7432 0.4754 1.4876  0.189
10 H 1.8952 1.9763 0.0826  0.141
11 H 0.4003 -1.5932 -0.4257  0.187
12 H -1.1348 -1.0551 1.7817  0.151
13 H -3.2508 -0.0856 0.6457  0.225
14 H -2.0963 0.1170 -0.6231  0.123
15 H 0.3451 1.7933 -0.7765  0.149
16 H -0.0209 0.5241 -2.0692  0.120
17 H -0.7944 -1.0892 -2.1767  0.186

=====

Entry 11:
Density functional theory data (ωB97M-V/def2-TZVPD) for an isolated ion of composition C3H10N4 and charge +2.

For the total energy, the calculation gives -9213.114 eV. As for the spin multiplicity: 1. The SMILES is N[NH2+]/C(N)=C\C=[NH2+]. Its total charge is +2. The calculation puts the relative energy (zero: lowest compared OMol25 entry of this formula, charge and spin) at 365.8 kJ/mol. The value obtained for the HOMO-LUMO gap is 9.35 eV.

Last column: Löwdin charge in e.
CARTESIAN COORDINATES (ANGSTROEM)
1 N -0.6845 -1.3167 -0.4139  0.034
2 N -1.6628 -0.6935 -1.0680  0.058
3 N 0.0895 -1.1977 2.0173  0.224
4 N 1.3531 2.5261 -0.7110  0.263
5 C 0.1862 -0.4828 0.9232  -0.149
6 C 0.9993 1.3193 -0.6001  -0.072
7 C 0.6482 0.7319 0.6819  -0.023
8 H 0.9217 1.4659 1.4978  0.170
9 H 0.5268 -0.9883 2.8726  0.144
10 H 1.2858 3.0825 0.0668  0.122
11 H -1.2320 0.0737 -1.5580  0.100
12 H -1.0174 -2.1285 0.1565  0.178
13 H 1.7010 3.0015 -1.5362  0.183
14 H -2.5744 -0.2768 -0.6708  0.202
15 H 0.9706 0.5847 -1.3894  0.140
16 H -0.0492 -1.6533 -1.2606  0.255
17 H -0.4651 -2.0898 1.9445  0.170

=====

Entry 12:
Density functional theory data (ωB97M-V/def2-TZVPD) for a 2-piece molecular cluster, C3H10N4O overall.

For the total energy, the calculation gives -11278.011 eV. As for the spin multiplicity: 1. The SMILES is [H]/N=C/NC.[H]/N=C/ON. The calculation puts the relative energy (zero: lowest compared OMol25 entry of this formula, charge and spin) at 404.2 kJ/mol. The value obtained for the HOMO-LUMO gap is 9.95 eV.

Last column: Löwdin charge in e.
CARTESIAN COORDINATES (ANGSTROEM)
1 O -1.4046 -0.5775 1.3089  -0.221
2 N 0.2012 1.1348 1.6954  0.079
3 N -2.4069 0.4172 1.4586  0.014
4 N 1.7648 -1.4645 -1.8277  0.082
5 N 0.0971 -0.1767 -0.8829  -0.111
6 C 0.6489 -1.3916 -1.2375  -0.324
7 C -0.0062 -0.0754 1.3901  -0.273
8 C 0.6499 1.0558 -1.4235  -0.081
9 H 0.6011 -0.9470 1.6442  0.132
10 H 2.0807 -2.4189 -1.9656  0.039
11 H 1.7155 0.9129 -1.5744  0.070
12 H 0.5110 1.8583 -0.7016  0.063
13 H -0.9242 -0.2118 -0.7485  0.126
14 H 1.0571 1.2950 2.2107  0.062
15 H -2.8854 0.2034 2.3318  0.079
16 H -1.9013 1.3011 1.5779  0.051
17 H 0.1654 1.3175 -2.3662  0.086
18 H 0.0359 -2.2325 -0.8898  0.129